1.
{
  "formula": "C35H49PPdS2",
  "method": "ωB97M-V/def2-TZVPD",
  "homo_ha": 0.0092,
  "charge": -2,
  "symbols": ["Pd", "S", "C", "C", "C", "C", "C", "C", "S", "H", "H", "H", "H", "C", "C", "C", "C", "C", "C", "C", "C", "C", "C", "C", "C", "C", "C", "C", "C", "C", "C", "C", "C", "C", "P", "C", "C", "C", "C", "C", "C", "C", "C", "H", "H", "H", "H", "H", "H", "H", "H", "H", "H", "H", "H", "H", "H", "H", "H", "H", "H", "H", "H", "H", "H", "H", "H", "H", "H", "H", "H", "H", "H", "H", "H", "H", "H", "H", "H", "H", "H", "H", "H", "H", "H", "H", "H", "H"],
  "coordinates": [[-0.51539, 0.29921, -0.25862], [-1.04433, 2.75957, 0.43834], [-1.56635, 2.50330, 2.10198], [-2.44497, 3.42078, 2.69618], [-2.89037, 3.30860, 4.00592], [-2.45612, 2.23628, 4.77780], [-1.59141, 1.30896, 4.21082], [-1.12828, 1.40071, 2.89235], [-0.03486, 0.15907, 2.27133], [-2.78340, 4.24753, 2.08007], [-3.57759, 4.04512, 4.41102], [-2.78706, 2.11834, 5.80519], [-1.25010, 0.46073, 4.79637], [-6.32726, 0.73780, 1.27625], [-5.87965, 0.91820, -0.17033], [-6.95287, 0.38479, -1.12425], [-4.53364, 0.29432, -0.47238], [-3.97802, -0.72401, 0.28588], [-2.77166, -1.34013, -0.04011], [-2.29628, -2.47418, 0.86421], [-2.55008, -2.19014, 2.35095], [-2.94302, -3.82511, 0.52794], [-2.05168, -0.95272, -1.21185], [-2.63531, 0.08982, -1.98590], [-3.82428, 0.68510, -1.59722], [-2.02471, 0.54154, -3.28576], [-1.50027, 1.97083, -3.17742], [-2.98721, 0.41353, -4.47595], [-1.33758, -2.08237, -1.95383], [-2.16908, -3.05180, -2.52322], [-1.66188, -4.18137, -3.13819], [-0.28507, -4.37785, -3.17726], [0.54762, -3.39821, -2.65802], [0.04882, -2.22546, -2.08110], [1.10373, -0.80775, -1.48277], [2.11099, -0.39570, -3.06337], [3.13328, 0.65962, -2.62209], [1.14636, 0.29329, -4.02796], [2.81849, -1.47564, -3.89190], [2.35991, -1.64046, -0.29896], [3.53346, -2.43219, -0.88789], [2.95038, -0.52812, 0.57460], [1.57513, -2.58620, 0.60840], [-7.27981, 1.24736, 1.44635], [-5.59192, 1.13488, 1.97601], [-6.47373, -0.31846, 1.51393], [-5.77863, 1.99495, -0.35190], [-7.04662, -0.69799, -1.00513], [-6.68604, 0.57954, -2.16411], [-7.92699, 0.84044, -0.92232], [-4.47286, -1.04428, 1.19078], [-1.21695, -2.55733, 0.72311], [-3.60362, -2.35172, 2.60132], [-2.26468, -1.17657, 2.62313], [-1.95599, -2.87290, 2.96332], [-4.03256, -3.73230, 0.50486], [-2.68753, -4.55426, 1.30238], [-2.61802, -4.22543, -0.43325], [-4.20178, 1.51604, -2.18953], [-1.19034, -0.13075, -3.48713], [-2.30829, 2.64517, -2.88395], [-1.10506, 2.30812, -4.14132], [-0.72705, 2.04966, -2.40564], [-3.76369, 1.18204, -4.44708], [-3.48161, -0.56024, -4.48917], [-2.44243, 0.53649, -5.41732], [-3.24087, -2.90311, -2.44248], [-2.33598, -4.92043, -3.55709], [0.13643, -5.27813, -3.60896], [1.61593, -3.55399, -2.69049], [2.66178, 1.42653, -2.00363], [3.55765, 1.14767, -3.50808], [3.95784, 0.23113, -2.05137], [0.65817, 1.15106, -3.56921], [0.37911, -0.39425, -4.38584], [1.71165, 0.64136, -4.90090], [3.55732, -2.05469, -3.34530], [3.34108, -0.97556, -4.71772], [2.10402, -2.16482, -4.34166], [4.20082, -1.82168, -1.49607], [3.21666, -3.29478, -1.47639], [4.12561, -2.81859, -0.04978], [3.62090, 0.11575, 0.00416], [3.53283, -0.99285, 1.37917], [2.17525, 0.09331, 1.03404], [1.23079, -3.47352, 0.07012], [0.71482, -2.08742, 1.05539], [2.23127, -2.90715, 1.42460]],
  "mulliken_charge": [-0.78, -0.49, 0.30, -0.72, -0.47, -0.54, -0.47, 0.07, -0.39, 0.31, 0.30, 0.31, 0.32, -1.72, 0.62, -1.44, -0.42, -0.18, 2.38, 1.44, -1.85, -1.61, -2.23, 1.51, -0.95, 2.32, -1.57, -1.93, -0.07, -0.57, -0.80, -0.93, 0.05, 0.49, 2.07, 2.40, -2.15, -2.27, -2.05, 2.23, -2.02, -1.60, -1.37, 0.45, 0.37, 0.27, 0.40, 0.25, 0.33, 0.45, 0.04, -0.93, 0.42, 0.27, 0.43, 0.15, 0.52, 0.29, 0.34, -1.38, 0.26, 0.47, 0.24, 0.34, 0.35, 0.45, 0.43, 0.33, 0.42, 0.25, 0.41, 0.51, 0.31, 0.26, 0.35, 0.67, 0.26, 0.58, 0.37, 0.30, 0.28, 0.54, 0.23, 0.47, 0.09, 0.21, -0.26, 0.68]
}

2.
{
  "formula": "C19H20AsHfN2O4S6",
  "method": "ωB97M-V/def2-TZVPD",
  "homo_ha": -0.1519,
  "charge": -1,
  "symbols": ["Hf", "O", "C", "O", "C", "C", "C", "C", "C", "C", "C", "C", "C", "N", "H", "H", "H", "H", "H", "H", "O", "N", "C", "C", "C", "C", "C", "S", "H", "H", "H", "H", "S", "As", "S", "S", "S", "C", "C", "S", "O", "C", "C", "H", "H", "H", "H", "H", "H", "H", "H", "H", "H"],
  "coordinates": [[-0.28732, 0.47312, -0.07933], [-1.97782, -1.56521, 3.10768], [-1.24649, -1.14157, 2.23941], [-1.59565, -0.53948, 1.13832], [0.24961, -1.33068, 2.38802], [0.68740, -2.44898, 3.12540], [2.01756, -2.67661, 3.21596], [2.92098, -1.76118, 2.63201], [4.32238, -1.94866, 2.71186], [5.17364, -1.05114, 2.13978], [4.65161, 0.08207, 1.47485], [3.30396, 0.28795, 1.38958], [2.40329, -0.64365, 1.94839], [1.03840, -0.46435, 1.79492], [-0.05712, -3.08790, 3.57764], [2.40334, -3.54892, 3.73445], [4.70006, -2.82468, 3.22917], [6.24516, -1.20799, 2.18639], [5.32424, 0.78944, 1.00294], [2.90413, 1.13657, 0.85380], [-0.48805, 1.89673, 1.49215], [-0.72526, 3.18304, 1.26138], [-0.22626, 4.06395, 2.15599], [-0.42925, 5.40304, 2.01105], [-1.16543, 5.84418, 0.90383], [-1.66610, 4.93333, 0.01268], [-1.46154, 3.54596, 0.17545], [-2.04289, 2.33543, -0.87100], [0.33234, 3.60837, 2.95911], [-0.01183, 6.08558, 2.73780], [-1.33010, 6.90445, 0.74680], [-2.22101, 5.24022, -0.86336], [3.70670, 0.50997, -2.99182], [1.70787, 0.54000, -2.34370], [1.25635, -1.29004, -1.08739], [1.42633, 2.16043, -0.85605], [0.28628, 0.84086, -3.91182], [-2.50781, -1.63681, -5.06733], [-2.73927, -1.03627, -3.68505], [-1.32561, -1.39654, -2.64849], [-1.55937, -0.39130, -1.48392], [-1.90752, -2.94792, -1.93446], [-3.07789, -2.84113, -0.96542], [-3.32610, -1.36348, -5.73666], [-2.45566, -2.72981, -5.03844], [-1.57206, -1.25943, -5.48766], [-3.64689, -1.39599, -3.19826], [-2.75118, 0.05354, -3.70659], [-1.01348, -3.34770, -1.45306], [-2.12965, -3.57351, -2.80696], [-2.97984, -1.96063, -0.33143], [-3.09849, -3.71742, -0.31578], [-4.03869, -2.78923, -1.48280]],
  "mulliken_charge": [0.99, -0.70, 0.35, -0.50, 1.02, -1.00, -0.71, 1.17, -0.79, -0.53, -0.64, -0.31, -0.04, 0.07, 0.51, 0.39, 0.35, 0.37, 0.42, 0.33, -0.44, 0.26, -0.25, -0.79, -0.12, -0.81, 0.74, -0.54, 0.45, 0.38, 0.36, 0.39, -0.54, 0.41, -0.54, -0.57, -0.53, -1.03, -0.48, 0.28, -0.06, -0.50, -1.10, 0.38, 0.26, 0.27, 0.33, 0.34, 0.33, 0.45, 0.20, 0.36, 0.32]
}

3.
{
  "formula": "C3H10SSi",
  "method": "ωB97M-V/def2-TZVPD",
  "homo_ha": [-0.2289, -0.3593],
  "multiplicity": 3,
  "s2": 2.009,
  "charge": 0,
  "symbols": ["C", "C", "C", "Si", "S", "H", "H", "H", "H", "H", "H", "H", "H", "H", "H"],
  "coordinates": [[-1.40471, -1.63453, -0.35977], [-1.23116, 1.48007, 0.00826], [-0.14157, -0.69652, -0.39559], [2.42614, 0.45721, 0.60240], [0.89537, -0.97574, 0.97660], [-2.10290, -1.31557, -1.14176], [-1.05427, -2.68934, -0.50507], [-1.97389, -1.66181, 0.63574], [-0.72150, 1.87472, 0.89666], [-2.26183, 1.09271, 0.22570], [-1.10459, 2.14903, -0.88654], [0.33020, -0.27654, -1.32401], [1.78395, 1.64965, 0.05782], [3.34866, -0.17829, -0.53548], [3.21209, 0.72496, 1.74503]],
  "mulliken_charge": [-1.10, -0.95, -0.23, 0.44, -0.17, 0.34, 0.34, 0.30, 0.33, 0.34, 0.28, 0.44, -0.11, -0.07, -0.17]
}

4.
{
  "formula": "C12H18N4O6",
  "method": "ωB97M-V/def2-TZVPD",
  "homo_ha": -0.3431,
  "smiles": "CCOC(=O)NC(=O)c1cn(CCNCCO)c(=O)[nH]c1=O",
  "charge": 0,
  "symbols": ["C", "C", "H", "H", "O", "C", "O", "N", "C", "O", "C", "C", "N", "C", "O", "N", "C", "O", "H", "C", "H", "C", "N", "H", "C", "C", "O", "H", "H", "H", "H", "H", "H", "H", "H", "H", "H", "H", "H", "H"],
  "coordinates": [[-6.40074, -0.49874, 0.61255], [-5.39663, -1.05038, 1.61399], [-5.71699, -2.01877, 2.00291], [-5.25712, -0.34321, 2.43801], [-4.13024, -1.30484, 1.00242], [-3.32039, -0.24476, 0.84924], [-3.55913, 0.86899, 1.20891], [-2.16563, -0.68219, 0.21677], [-1.08369, 0.09309, -0.10873], [-1.00116, 1.28185, 0.10942], [0.02490, -0.66146, -0.75434], [1.11157, 0.04650, -1.17604], [2.20699, -0.50370, -1.71934], [2.31572, -1.88248, -1.86831], [3.29415, -2.42271, -2.32002], [1.20181, -2.58243, -1.47319], [0.02648, -2.10165, -0.91769], [-0.86449, -2.88065, -0.62778], [1.25750, -3.58946, -1.59104], [3.36013, 0.30881, -2.07225], [3.16366, 0.83851, -3.00891], [3.70867, 1.31542, -0.96794], [3.67344, 0.66534, 0.32891], [4.52191, 0.13161, 0.48080], [3.41976, 1.56414, 1.44436], [1.91833, 1.82162, 1.61531], [1.43657, 2.65366, 0.58455], [0.47119, 2.56043, 0.54615], [1.75366, 2.30162, 2.59081], [1.39593, 0.85735, 1.60967], [3.93191, 2.53023, 1.32766], [3.78002, 1.08785, 2.35770], [2.98096, 2.12730, -0.94678], [4.68954, 1.75374, -1.21164], [4.18343, -0.39187, -2.23177], [1.10742, 1.12226, -1.06462], [-2.10186, -1.68298, 0.00683], [-6.06534, 0.46862, 0.24717], [-7.36620, -0.37731, 1.09504], [-6.50603, -1.17936, -0.22880]],
  "mulliken_charge": [-1.09, -0.23, 0.29, 0.32, -0.41, 0.40, -0.58, -0.01, 0.18, -0.75, -0.19, -0.30, 0.10, 0.39, -0.63, -0.03, 0.93, -0.78, 0.25, -1.03, 0.24, -0.74, -0.15, 0.25, -0.88, -0.26, -0.61, 0.38, 0.48, 0.15, 0.28, 0.45, 0.45, 0.47, 0.44, 0.90, 0.38, 0.31, 0.36, 0.30]
}

5.
{
  "formula": "C30H27F5N6O2PS4Tc",
  "method": "ωB97M-V/def2-TZVPD",
  "homo_ha": [-0.3903, -0.3904],
  "multiplicity": 2,
  "s2": 0.783,
  "charge": 1,
  "symbols": ["Tc", "F", "C", "C", "F", "C", "F", "C", "S", "C", "F", "C", "F", "N", "C", "C", "C", "C", "C", "C", "S", "O", "O", "N", "C", "N", "C", "C", "C", "N", "H", "H", "H", "H", "H", "H", "H", "H", "H", "N", "C", "C", "N", "H", "H", "H", "H", "H", "H", "H", "H", "S", "P", "S", "C", "C", "C", "C", "C", "C", "C", "C", "C", "C", "C", "C", "H", "H", "H", "H", "H", "H", "H", "H", "H", "H"],
  "coordinates": [[-0.09175, -0.28196, 0.81847], [-5.77014, -2.97460, -3.07362], [-4.87616, -2.19704, -2.49451], [-4.08947, -2.68978, -1.46566], [-4.22994, -3.94977, -1.06124], [-3.16432, -1.86667, -0.85718], [-2.46431, -2.35833, 0.16619], [-2.98029, -0.54026, -1.24702], [-1.90660, 0.58712, -0.46099], [-3.78345, -0.07411, -2.29197], [-3.64678, 1.17690, -2.71433], [-4.71797, -0.88271, -2.90957], [-5.46248, -0.41197, -3.89914], [-0.51879, -6.71500, -4.61302], [-0.19629, -5.98841, -3.50992], [-1.18329, -5.65326, -2.56522], [-0.85648, -4.91294, -1.45361], [0.45869, -4.49029, -1.27752], [1.45102, -4.80060, -2.20000], [1.12398, -5.54931, -3.30651], [0.79919, -3.46324, 0.08690], [2.19273, -3.46540, 0.45712], [-0.14856, -3.76672, 1.13470], [0.42293, -1.90190, -0.38402], [1.31596, -1.20706, -1.14401], [1.24553, 0.10684, -0.80779], [2.04962, 0.95859, -1.43596], [2.93501, 0.50678, -2.39423], [2.93086, -0.85474, -2.66948], [2.12397, -1.71547, -2.05562], [-1.42675, -7.13370, -4.69047], [0.20603, -7.06376, -5.21228], [-2.20225, -5.98891, -2.71223], [-1.59686, -4.67615, -0.70124], [2.46150, -4.46058, -2.02515], [1.88555, -5.80846, -4.03117], [1.97065, 2.00337, -1.16749], [3.60855, 1.18351, -2.89636], [3.59474, -1.28256, -3.41192], [-1.03838, -1.35714, 2.41416], [-0.21846, -1.29059, 3.65021], [1.22060, -1.62697, 3.28317], [1.62154, -0.85915, 2.07225], [-2.01107, -1.16733, 2.63306], [-0.98718, -2.31965, 2.06020], [-0.58291, -1.99368, 4.40047], [-0.27897, -0.27987, 4.05083], [1.29232, -2.68491, 3.04661], [1.88187, -1.40546, 4.11945], [2.26810, -1.43675, 1.53318], [2.12179, -0.00301, 2.33204], [2.93860, 2.17439, 2.05010], [1.18532, 3.05221, 1.91129], [-0.37822, 1.68116, 2.09999], [0.81997, 4.31130, 3.16869], [-0.36509, 4.33567, 3.89707], [-0.59194, 5.36499, 4.79869], [0.35486, 6.36307, 4.97061], [1.53630, 6.33726, 4.24211], [1.77227, 5.31284, 3.34118], [0.91508, 3.89877, 0.32565], [-0.36764, 4.32100, -0.01611], [-0.56785, 4.99549, -1.20903], [0.50578, 5.25413, -2.05143], [1.78363, 4.84047, -1.70414], [1.99277, 4.16069, -0.51176], [-1.10429, 3.55858, 3.76670], [-1.51379, 5.38508, 5.36491], [0.17147, 7.16258, 5.67613], [2.27346, 7.11740, 4.37677], [2.69746, 5.28015, 2.77772], [-1.20056, 4.11836, 0.64654], [-1.56313, 5.32117, -1.48159], [0.34563, 5.78796, -2.97903], [2.61970, 5.04960, -2.35885], [2.98741, 3.84274, -0.22077]],
  "mulliken_charge": [0.12, -0.28, 0.55, -0.14, -0.35, -0.18, -0.10, 0.52, -0.22, 0.31, -0.28, 0.25, -0.27, -0.47, 1.21, -0.95, -0.60, -0.60, -0.36, -0.90, 1.69, -0.78, -0.95, 0.43, -0.02, 0.54, 0.18, -0.82, -0.56, -0.40, 0.20, 0.20, 0.33, 0.61, 0.50, 0.30, 0.35, 0.48, 0.45, -0.23, -0.76, -0.48, -0.14, 0.30, 0.33, 0.45, 0.36, 0.33, 0.45, 0.32, -0.08, -0.43, 0.95, -0.32, 0.60, -0.23, -0.70, -0.43, -0.72, -0.48, 0.83, -0.63, -0.69, -0.57, -0.45, -0.73, 0.37, 0.40, 0.39, 0.40, 0.37, 0.44, 0.43, 0.42, 0.43, 0.47]
}

Ordered energy above the lowest of the compared OMol25 structures with the same formula, charge and spin results: 44.3, 0.0, 0.0, 0.0, 25.9; unit kJ/mol.